# 1
The following is a quantum chemistry calculation of 8 unconnected molecules or ions with the total composition C46H116N8O15 at a distorted geometry, from the Open Molecules 2025 dataset.

Structure (XYZ):
```
185
Properties=species:S:1:pos:R:3
C -10.82 -3.79 3.67
O -9.94 -2.79 2.99
C -8.94 -2.22 3.91
C -7.71 -1.71 3.19
C -6.69 -2.70 2.64
N -6.96 -0.78 4.00
H -11.62 -4.14 3.03
H -11.19 -3.21 4.51
H -10.25 -4.67 4.00
H -9.25 -1.51 4.67
H -8.58 -3.08 4.48
H -8.13 -1.15 2.35
H -6.19 -3.40 3.31
H -5.92 -2.16 2.10
H -7.29 -3.34 1.99
H -6.78 -1.10 4.94
H -7.69 -0.13 4.24
C -2.97 4.11 8.06
O -4.23 3.56 7.99
C -5.27 4.13 8.80
C -6.68 3.71 8.31
N -7.20 4.36 7.10
C -6.55 4.21 5.86
C -6.75 2.81 5.28
O -8.07 2.20 5.26
C -9.04 2.69 4.35
H -2.14 3.50 7.71
H -2.84 4.13 9.14
H -2.92 5.06 7.53
H -5.28 5.22 8.85
H -5.27 3.86 9.86
H -7.30 3.95 9.18
H -6.71 2.62 8.42
H -8.16 4.08 6.94
H -5.52 4.48 6.11
H -6.89 5.01 5.20
H -6.31 2.08 5.95
H -6.23 2.60 4.34
H -10.03 2.58 4.80
H -8.94 2.24 3.37
H -9.09 3.78 4.23
C 0.47 -5.25 -1.70
O 1.43 -4.85 -0.78
C 1.48 -5.70 0.36
C 0.18 -5.70 1.25
N -0.06 -4.41 1.92
C -1.31 -4.37 2.65
C -2.52 -4.26 1.76
O -2.39 -3.10 0.94
C -3.38 -2.97 -0.10
H 0.35 -4.43 -2.41
H -0.47 -5.27 -1.14
H 0.50 -6.14 -2.33
H 2.25 -5.32 1.03
H 1.70 -6.70 -0.03
H 0.48 -6.39 2.04
H -0.57 -6.26 0.69
H -0.16 -3.67 1.24
H -1.30 -3.48 3.27
H -1.46 -5.17 3.37
H -3.44 -4.15 2.33
H -2.69 -5.06 1.05
H -4.34 -2.84 0.40
H -3.32 -3.82 -0.78
H -3.27 -2.06 -0.69
C 0.04 6.41 0.26
O 1.46 6.21 0.28
C 1.87 4.84 0.43
C 1.22 4.14 1.72
N 1.38 5.12 2.79
C 0.69 4.62 3.99
C -0.82 4.89 4.01
O -1.13 6.23 3.54
C -2.47 6.65 3.76
H -0.19 7.47 0.17
H -0.46 6.08 1.17
H -0.46 5.79 -0.48
H 2.95 4.89 0.55
H 1.76 4.16 -0.41
H 1.80 3.22 1.82
H 0.18 3.86 1.55
H 0.98 6.00 2.49
H 1.24 5.15 4.77
H 0.80 3.56 4.22
H -1.12 4.65 5.03
H -1.36 4.22 3.34
H -2.93 6.26 4.67
H -3.03 6.41 2.85
H -2.46 7.73 3.93
C 7.10 -2.68 -4.86
O 7.02 -4.06 -4.70
C 5.73 -4.45 -5.10
C 4.74 -4.17 -3.90
N 5.29 -4.58 -2.63
C 4.64 -4.54 -1.33
C 5.25 -3.40 -0.46
O 6.60 -3.67 -0.19
C 7.34 -2.57 0.21
H 8.14 -2.36 -4.90
H 6.70 -2.30 -3.92
H 6.60 -2.21 -5.71
H 5.81 -5.53 -5.21
H 5.38 -4.00 -6.03
H 3.92 -4.88 -3.92
H 4.35 -3.15 -3.84
H 6.30 -4.60 -2.54
H 4.66 -5.57 -0.96
H 3.57 -4.35 -1.48
H 4.62 -3.36 0.43
H 5.02 -2.36 -0.71
H 8.38 -2.87 0.09
H 7.42 -2.18 1.22
H 7.11 -1.70 -0.40
C 1.99 -0.52 -6.27
O 1.82 -1.19 -7.50
C 0.62 -0.87 -8.18
C 0.75 -1.23 -9.71
N 1.75 -0.35 -10.33
C 1.70 -0.66 -11.74
C 2.61 0.41 -12.31
O 3.97 0.20 -11.81
C 5.05 0.84 -12.54
H 3.04 -0.43 -6.02
H 1.54 -1.17 -5.52
H 1.55 0.48 -6.34
H 0.38 0.19 -8.27
H -0.21 -1.48 -7.81
H -0.17 -0.96 -10.24
H 0.96 -2.29 -9.83
H 2.61 -0.74 -9.97
H 0.69 -0.56 -12.14
H 2.01 -1.66 -12.03
H 2.15 1.38 -12.08
H 2.65 0.36 -13.39
H 4.88 0.39 -13.52
H 6.04 0.53 -12.21
H 5.00 1.92 -12.72
C -4.00 1.14 3.29
O -2.75 0.53 3.41
C -1.88 1.06 2.47
C -0.46 0.47 2.56
N 0.32 0.98 1.41
C 1.63 0.26 1.36
C 1.67 -1.14 0.66
O 1.40 -0.78 -0.76
C 1.86 -1.81 -1.71
H -4.10 1.87 4.09
H -4.83 0.45 3.34
H -4.11 1.52 2.27
H -1.98 2.14 2.54
H -2.31 0.71 1.54
H -0.50 -0.62 2.46
H -0.03 0.64 3.55
H -0.22 0.53 0.68
H 2.13 0.10 2.32
H 2.40 0.74 0.76
H 0.79 -1.73 0.93
H 2.59 -1.70 0.83
H 2.78 -2.31 -1.42
H 2.11 -1.25 -2.61
H 1.12 -2.60 -1.87
C 3.12 2.97 -3.47
O 3.53 1.62 -3.27
C 4.93 1.49 -3.04
C 5.28 0.13 -2.38
N 4.85 0.23 -0.94
C 5.65 1.13 -0.18
C 5.44 0.79 1.27
O 6.31 1.52 2.08
C 7.60 1.04 2.23
H 3.47 3.63 -2.67
H 2.04 3.09 -3.59
H 3.56 3.22 -4.43
H 5.25 2.41 -2.54
H 5.47 1.52 -3.99
H 6.33 -0.16 -2.37
H 4.76 -0.64 -2.96
H 3.90 0.57 -0.95
H 5.39 2.15 -0.44
H 6.69 1.00 -0.47
H 5.51 -0.28 1.48
H 4.44 1.09 1.58
H 8.09 1.80 2.84
H 8.22 1.10 1.33
H 7.64 0.01 2.58
```

Computed properties:
M = 1021.48 g mol⁻¹
E_LUMO = 0.604 eV
HOMO = -7.58 eV
HOMO-LUMO gap = 0.30082 Ha
net charge = 0

Here are the Löwdin charges for atoms 1 to 5, given in e: -0.06, -0.20, -0.18, -0.46, -0.06

# 2
The following is a quantum chemistry calculation of 10 unconnected molecules or ions with the total composition C34H61Cl6N7 at a distorted geometry, from the Open Molecules 2025 dataset.

Structure (XYZ):
```
108
Properties=species:S:1:pos:R:3
C -3.52 4.63 1.10
C -3.96 5.92 1.75
C -5.01 5.68 2.84
C -6.25 5.12 2.30
N -7.19 4.64 1.87
H -4.34 4.19 0.53
H -3.16 3.89 1.82
H -2.74 4.82 0.36
H -4.32 6.60 0.98
H -3.14 6.41 2.28
H -5.21 6.59 3.41
H -4.65 4.92 3.54
C 0.44 -4.93 1.94
C -0.56 -3.77 2.04
C -0.13 -2.79 3.13
C -1.08 -1.68 3.23
N -1.83 -0.80 3.28
H 0.35 -5.60 2.80
H 1.47 -4.57 1.94
H 0.25 -5.49 1.02
H -1.49 -4.21 2.41
H -0.73 -3.30 1.07
H 0.85 -2.33 3.04
H -0.17 -3.30 4.10
C 4.04 2.08 -3.49
C 3.07 0.91 -3.69
C 2.42 0.97 -5.07
C 1.46 2.05 -5.12
N 0.70 2.90 -5.15
H 5.00 1.90 -3.99
H 4.22 2.30 -2.44
H 3.63 3.02 -3.88
H 2.27 0.95 -2.96
H 3.62 -0.02 -3.58
H 1.93 0.01 -5.30
H 3.15 1.08 -5.88
C -3.86 -0.94 -5.91
C -3.90 0.56 -5.56
C -3.83 0.80 -4.08
C -2.76 0.07 -3.39
N -1.93 -0.51 -2.86
H -4.78 -1.45 -5.60
H -3.06 -1.47 -5.39
H -3.77 -1.04 -6.99
H -4.80 0.95 -6.02
H -3.04 0.98 -6.07
H -4.79 0.56 -3.61
H -3.63 1.85 -3.82
C 0.32 0.59 5.95
C 1.24 0.59 4.74
C 2.65 1.13 4.99
C 3.23 0.64 6.20
N 3.66 0.21 7.17
H 0.25 1.59 6.37
H 0.75 -0.06 6.71
H -0.64 0.20 5.64
H 0.80 1.20 3.95
H 1.36 -0.42 4.34
H 2.75 2.21 4.92
H 3.29 0.75 4.18
C -5.39 1.11 0.85
C -5.18 0.32 -0.44
C -4.35 -0.93 -0.24
C -4.84 -1.81 0.81
N -5.18 -2.49 1.65
H -4.48 1.16 1.44
H -6.16 0.66 1.49
H -5.78 2.10 0.63
H -4.66 0.98 -1.15
H -6.12 0.15 -0.97
H -3.38 -0.56 0.10
H -4.16 -1.47 -1.17
C 5.63 -4.96 1.07
C 4.47 -4.11 0.58
C 4.81 -2.61 0.45
C 5.66 -2.09 1.52
N 6.35 -1.69 2.35
H 6.55 -4.77 0.51
H 5.42 -6.03 0.97
H 5.87 -4.77 2.11
H 3.65 -4.17 1.30
H 4.04 -4.48 -0.35
H 3.90 -2.01 0.37
H 5.37 -2.43 -0.48
Cl 0.87 -4.11 -1.60
C 0.39 -2.99 -2.90
C 1.05 -3.30 -4.20
Cl 2.84 -3.03 -4.13
H 0.60 -1.99 -2.53
H -0.69 -3.05 -3.04
H 0.70 -2.64 -4.98
H 0.94 -4.34 -4.48
Cl 1.62 -0.60 0.62
C 0.55 0.54 -0.25
C -0.56 0.93 0.68
Cl -1.69 2.08 -0.08
H 0.20 0.05 -1.15
H 1.16 1.41 -0.48
H -0.21 1.37 1.61
H -1.14 0.06 1.00
Cl 2.74 3.06 1.29
C 4.38 2.84 0.63
C 4.72 1.35 0.49
Cl 6.31 1.19 -0.28
H 5.07 3.30 1.34
H 4.49 3.32 -0.34
H 3.98 0.87 -0.15
H 4.76 0.85 1.45
```

Computed properties:
M = 780.63 g mol⁻¹
E_LUMO = 0.177 eV
HOMO = -11.13 eV
HOMO-LUMO gap = 0.41546 Ha
net charge = 0

Here are the Löwdin charges for atoms 1 to 5, given in e: -0.15, -0.26, -0.19, -0.25, 0.15

# 3
The following is a quantum chemistry calculation of 8 unconnected molecules or ions with the total composition C6H30NO8 at a distorted geometry, from the Open Molecules 2025 dataset.

Structure (XYZ):
```
45
Properties=species:S:1:pos:R:3
C -1.33 -0.42 1.05
O -1.57 0.25 2.27
C -1.26 0.43 -0.23
C -1.19 -0.35 -1.53
C 0.25 -0.94 -1.75
C -1.66 0.52 -2.71
C -1.81 -0.37 -3.98
N 0.01 1.30 -0.03
H -1.91 -1.33 0.91
H -0.31 -0.80 1.24
H -2.21 0.98 2.15
H -1.99 1.24 -0.24
H -1.81 -1.25 -1.44
H 0.18 -1.76 -2.46
H 0.81 -0.15 -2.23
H 0.57 -1.22 -0.75
H -2.60 1.02 -2.44
H -0.87 1.27 -2.88
H -2.85 -0.50 -4.21
H -1.23 -1.27 -3.94
H -1.36 0.20 -4.81
H 0.41 1.75 -0.87
H 0.81 0.83 0.42
H -0.30 2.03 0.60
H 2.91 -1.19 0.33
H 3.64 0.17 -0.01
O 2.80 -0.22 0.27
H 2.54 -2.72 1.98
H 3.81 -3.41 1.28
O 3.18 -2.68 1.23
H -0.91 -3.90 0.46
H 0.53 -3.39 0.45
O -0.27 -3.37 0.96
H -3.59 2.72 1.37
H -2.58 3.62 1.90
O -2.66 2.71 1.61
H 2.58 3.16 -0.50
H 2.93 2.28 -1.68
O 2.26 2.42 -1.01
H 1.56 -1.31 3.84
H 0.62 -2.51 3.47
O 1.34 -1.96 3.18
H 0.51 2.02 2.69
H 1.14 3.22 3.46
O 0.89 2.90 2.57
```

Computed properties:
M = 244.30 g mol⁻¹
E_LUMO = -2.396 eV
HOMO = -13.42 eV
HOMO-LUMO gap = 0.40504 Ha
net charge = +1

Here are the Löwdin charges for atoms 1 to 5, given in e: -0.22, -0.05, -0.21, -0.34, -0.02

# 4
The following is a quantum chemistry calculation of a molecular structure, C27H19CrI2N6OPSe2 at a distorted geometry, from the Open Molecules 2025 dataset.

Structure (XYZ):
```
59
Properties=species:S:1:pos:R:3
Cr 0.54 0.75 1.23
N 0.20 3.80 -1.51
C 1.09 2.95 -0.97
N 0.42 1.97 -0.41
C -0.89 2.31 -0.62
N -1.07 3.42 -1.28
C -1.91 1.42 -0.05
C -3.26 1.46 -0.36
N -4.12 0.58 0.16
C -3.63 -0.33 1.00
C -2.29 -0.37 1.33
N -1.43 0.51 0.81
H 0.38 4.65 -2.01
H 2.16 3.05 -1.02
H -3.65 2.21 -1.04
H -4.32 -1.05 1.42
H -1.89 -1.09 2.03
I -0.52 5.19 3.46
C -0.24 3.31 4.31
C -0.33 3.12 5.70
C -0.13 1.90 6.27
I -0.23 1.72 8.34
C 0.14 0.77 5.45
C 0.38 -0.55 5.89
C 0.65 -1.53 4.98
C 0.68 -1.23 3.62
N 0.45 -0.01 3.16
C 0.20 0.98 4.06
C 0.05 2.26 3.48
O 0.23 2.35 2.14
H -0.56 3.97 6.34
H 0.35 -0.77 6.95
H 0.84 -2.55 5.30
H 0.91 -1.99 2.88
Se 2.89 0.21 1.06
P 2.14 -1.08 -2.19
Se 1.49 -1.34 0.02
C 0.75 -0.23 -3.03
C 1.12 0.59 -4.10
C 0.17 1.26 -4.85
C -1.18 1.13 -4.53
C -1.56 0.33 -3.47
C -0.61 -0.34 -2.72
C 1.84 -2.79 -2.76
C 2.86 -3.37 -3.51
C 2.71 -4.65 -4.04
C 1.55 -5.36 -3.80
C 0.53 -4.80 -3.03
C 0.68 -3.52 -2.52
H 2.18 0.69 -4.35
H 0.47 1.89 -5.68
H -1.93 1.66 -5.11
H -2.61 0.21 -3.23
H -0.92 -0.96 -1.88
H 3.78 -2.81 -3.69
H 3.51 -5.09 -4.63
H 1.43 -6.35 -4.21
H -0.38 -5.36 -2.84
H -0.12 -3.10 -1.92
```

Computed properties:
M = 938.19 g mol⁻¹
E_LUMO (spin up / spin down) = -4.152 / -3.856 eV
2S+1 = 2
<S²> = 0.774
HOMO (spin up / spin down) = -10.68 / -10.67 eV
HOMO-LUMO gap (spin up / spin down) = 0.23988 / 0.25052 Ha
net charge = +1

Here are the Löwdin charges for atoms 1 to 5, given in e: 0.22, 0.07, -0.08, 0.02, -0.31